Formula: C10H16
Source: the Open Molecules 2025 dataset
Level of theory: ωB97M-V/def2-TZVPD

XYZ file:
```
26
C10H16 ωB97M-V/def2-TZVPD
C -1.222 0.449 -2.244
C 2.171 -0.579 -1.081
C 2.006 -1.458 -0.098
C 1.133 -0.196 -1.898
C -0.166 -0.535 -1.650
C 0.639 -1.954 -0.008
C -0.446 -1.320 -0.547
H 3.196 -0.375 -1.144
H 2.754 -1.790 0.679
H 1.356 0.621 -2.539
H 0.414 -2.779 0.783
H -1.251 1.101 -1.321
H -2.239 0.347 -2.470
H -1.515 -1.416 -0.263
H -0.728 0.912 -3.086
C -0.619 1.024 1.879
C -2.107 1.050 1.422
C -0.347 2.196 2.977
H -0.305 0.075 2.298
H -0.070 1.185 0.874
H -2.387 0.132 1.764
H -1.189 2.609 3.487
H 0.422 1.718 3.692
H -2.311 0.949 0.345
H -2.730 1.760 1.891
H 0.333 2.895 2.500
```

Properties
Electronic energy (eV): -10618.125
Molar mass (g/mol): 136.2
Charge: +1
Highest occupied orbital energy (alpha / beta) (eV): -14.01 / -14.01
2S+1: 2

Formula: C17H39Br2O4
Source: the Open Molecules 2025 dataset
Level of theory: ωB97M-V/def2-TZVPD

XYZ file:
```
62
C17H39Br2O4 ωB97M-V/def2-TZVPD
C -3.322 -2.625 -2.450
C -2.141 -2.525 -3.462
C -0.852 -2.545 -2.756
Br -0.035 -4.234 -2.014
C -0.159 -1.420 -2.558
C 1.159 -1.267 -1.818
Br -0.884 0.253 -3.261
H -3.534 -1.664 -1.955
H -4.224 -2.970 -2.973
H -3.055 -3.367 -1.682
H -2.198 -3.407 -4.124
H 1.649 -0.358 -2.192
H 1.855 -2.089 -1.999
H 0.952 -1.130 -0.747
C -3.461 4.566 -1.423
C -1.947 4.416 -1.447
C -1.423 4.326 -2.871
O -1.563 3.251 -0.726
H -3.941 3.701 -1.888
H -3.825 4.621 -0.396
H -3.779 5.467 -1.954
H -1.486 5.266 -0.938
H -1.836 3.454 -3.384
H -0.339 4.209 -2.869
H -1.676 5.220 -3.446
H -1.955 2.482 -1.160
C 1.751 3.096 3.570
C 0.825 2.362 2.610
C -0.466 3.129 2.386
O 0.531 1.067 3.127
H 1.278 3.213 4.550
H 2.670 2.528 3.725
H 2.012 4.085 3.189
H 1.329 2.214 1.654
H -1.018 3.254 3.324
H -1.115 2.585 1.701
H -0.267 4.116 1.965
H 0.086 1.171 3.974
C -2.945 -0.813 1.337
C -2.115 -2.076 1.529
C -0.799 -1.774 2.231
O -1.863 -2.669 0.267
H -2.409 -0.093 0.712
H -3.881 -1.046 0.826
H -3.177 -0.339 2.295
H -2.682 -2.803 2.117
H -0.189 -1.085 1.644
H -0.216 -2.690 2.356
H -0.969 -1.331 3.215
H -1.365 -2.041 -0.275
C 3.530 -3.096 0.666
C 4.655 -2.691 -0.272
C 5.875 -3.583 -0.089
O 5.018 -1.330 -0.032
H 3.844 -2.999 1.711
H 2.666 -2.445 0.532
H 3.219 -4.126 0.490
H 4.309 -2.750 -1.304
H 6.263 -3.501 0.931
H 6.677 -3.277 -0.762
H 5.633 -4.628 -0.287
H 5.325 -1.264 0.879
```

Properties
Electronic energy (eV): -166535.144
Molar mass (g/mol): 467.3
Charge: -1
Highest occupied orbital energy (eV): -2.07
2S+1: 1

Repeat the second record exactly.
Formula: C17H39Br2O4
Source: the Open Molecules 2025 dataset
Level of theory: ωB97M-V/def2-TZVPD

XYZ file:
```
62
C17H39Br2O4 ωB97M-V/def2-TZVPD
C -3.322 -2.625 -2.450
C -2.141 -2.525 -3.462
C -0.852 -2.545 -2.756
Br -0.035 -4.234 -2.014
C -0.159 -1.420 -2.558
C 1.159 -1.267 -1.818
Br -0.884 0.253 -3.261
H -3.534 -1.664 -1.955
H -4.224 -2.970 -2.973
H -3.055 -3.367 -1.682
H -2.198 -3.407 -4.124
H 1.649 -0.358 -2.192
H 1.855 -2.089 -1.999
H 0.952 -1.130 -0.747
C -3.461 4.566 -1.423
C -1.947 4.416 -1.447
C -1.423 4.326 -2.871
O -1.563 3.251 -0.726
H -3.941 3.701 -1.888
H -3.825 4.621 -0.396
H -3.779 5.467 -1.954
H -1.486 5.266 -0.938
H -1.836 3.454 -3.384
H -0.339 4.209 -2.869
H -1.676 5.220 -3.446
H -1.955 2.482 -1.160
C 1.751 3.096 3.570
C 0.825 2.362 2.610
C -0.466 3.129 2.386
O 0.531 1.067 3.127
H 1.278 3.213 4.550
H 2.670 2.528 3.725
H 2.012 4.085 3.189
H 1.329 2.214 1.654
H -1.018 3.254 3.324
H -1.115 2.585 1.701
H -0.267 4.116 1.965
H 0.086 1.171 3.974
C -2.945 -0.813 1.337
C -2.115 -2.076 1.529
C -0.799 -1.774 2.231
O -1.863 -2.669 0.267
H -2.409 -0.093 0.712
H -3.881 -1.046 0.826
H -3.177 -0.339 2.295
H -2.682 -2.803 2.117
H -0.189 -1.085 1.644
H -0.216 -2.690 2.356
H -0.969 -1.331 3.215
H -1.365 -2.041 -0.275
C 3.530 -3.096 0.666
C 4.655 -2.691 -0.272
C 5.875 -3.583 -0.089
O 5.018 -1.330 -0.032
H 3.844 -2.999 1.711
H 2.666 -2.445 0.532
H 3.219 -4.126 0.490
H 4.309 -2.750 -1.304
H 6.263 -3.501 0.931
H 6.677 -3.277 -0.762
H 5.633 -4.628 -0.287
H 5.325 -1.264 0.879
```

Properties
Electronic energy (eV): -166535.144
Molar mass (g/mol): 467.3
Charge: -1
Highest occupied orbital energy (eV): -2.07
2S+1: 1

Which formula does entry 1 have? C10H16

The lowest 2S+1 belongs to which entry? C17H39Br2O4

Which value of molar mass does entry 1 give? 136.2 g/mol